(1)
{
  "formula": "C4H24NO11",
  "method": "the ωB97M-V functional and the def2-TZVPD basis",
  "lumo_ha": 0.099,
  "charge": -1,
  "homo_lumo_gap_ev": 8.589,
  "spin_multiplicity": 1,
  "e_homo_ev": -5.91,
  "relative_energy_kj_mol": 335.5,
  "species": ["C", "N", "C", "C", "O", "C", "O", "O", "H", "H", "H", "H", "H", "H", "H", "H", "H", "H", "O", "H", "H", "O", "H", "H", "O", "H", "H", "O", "H", "H", "O", "H", "H", "O", "H", "H", "O", "H", "H", "O"],
  "positions_angstrom": [[-0.070470, 0.142507, -3.269034], [-1.274424, -0.409023, -2.555039], [-0.828783, -0.985593, -1.258668], [-1.779396, -2.135045, -0.926427], [-1.282205, -2.880239, 0.160382], [-0.907490, 0.020367, -0.084803], [-0.322112, -0.408959, 0.944386], [-1.498073, 1.130188, -0.131118], [-0.204466, 1.164857, -3.561686], [-0.004753, -0.541890, -4.147860], [0.935521, -0.118191, -2.919448], [-1.960040, 0.332127, -2.604630], [0.182354, -1.385292, -1.346171], [-2.796414, -1.779242, -0.755061], [-1.831003, -2.856017, -1.753319], [-1.054658, -2.359849, 0.936244], [0.117328, 3.063914, 0.150172], [1.239940, 3.948719, 0.133288], [0.408988, 3.832748, -0.350259], [-2.014722, 2.595674, -1.134541], [-1.003867, 3.085060, -2.249441], [-1.885808, 3.204298, -1.876892], [1.203478, 1.423572, -0.223345], [2.523805, 0.877652, -0.708970], [2.137625, 1.467902, -0.039149], [0.595493, -1.928657, 2.897705], [0.802829, -3.235618, 2.211506], [1.115544, -2.736048, 2.983098], [-2.028855, 1.364155, 1.533818], [-1.955462, 0.376711, 2.658923], [-2.221730, 1.298846, 2.497484], [2.718054, -0.693262, 3.023392], [3.201878, 0.604041, 2.258699], [3.458683, -0.292717, 2.553688], [0.609927, 0.789719, 3.395424], [-0.776203, 0.596057, 3.986692], [0.151053, 0.379764, 4.128122], [1.431432, -2.125554, -1.241844], [2.505328, -2.407898, -2.134928], [2.361656, -2.419786, -1.180378]],
  "forces_ev_per_angstrom": [[-0.794, -2.671, -1.579], [2.755, -0.137, -0.317], [-2.788, 1.586, -0.699], [0.688, -0.480, 0.380], [-0.252, -1.350, 0.166], [1.178, -0.527, 1.268], [-0.205, -0.095, 0.011], [-0.054, -0.318, -0.764], [0.271, 0.495, -0.124], [-0.173, 1.067, -0.420], [-0.335, 0.733, 1.225], [-0.127, -0.096, 1.257], [-0.569, 0.440, -0.085], [-0.093, 0.268, 0.089], [0.120, 0.375, 0.009], [-0.049, 0.851, -0.316], [-0.983, -0.207, -0.211], [0.197, 0.416, -0.485], [0.719, -0.073, 0.756], [0.625, -0.257, -0.259], [-0.175, -0.113, 0.671], [-0.645, 0.430, -0.759], [-0.586, -0.126, 0.015], [-0.083, 0.188, 0.523], [0.891, -0.223, -0.371], [0.017, 0.379, 0.199], [0.409, 0.033, 0.220], [-0.438, -0.221, -0.422], [0.103, 0.136, 0.207], [-0.232, 0.379, -0.333], [-0.051, -0.551, 0.173], [-0.097, 0.124, -0.225], [-0.154, -0.918, 0.187], [0.259, 0.696, -0.079], [-0.100, 0.130, -0.402], [0.158, 0.335, -0.097], [0.115, -0.405, 0.533], [0.588, -0.415, 1.060], [0.783, -0.292, -0.039], [-0.892, 0.416, -0.961]]
}



(2)
{
  "formula": "C7H10Cl2N2O3",
  "method": "the ωB97M-V functional and the def2-TZVPD basis",
  "lumo_ha": 0.017,
  "homo_lumo_gap_ev": 8.826,
  "spin_multiplicity": 1,
  "e_homo_ev": -8.37,
  "relative_energy_kj_mol": 311.9,
  "species": ["C", "C", "C", "C", "C", "C", "C", "N", "N", "O", "O", "O", "Cl", "Cl", "H", "H", "H", "H", "H", "H", "H", "H", "H", "H"],
  "positions_angstrom": [[-2.189343, -0.188039, 0.453292], [0.152646, -1.438849, -2.032981], [0.076590, -0.636078, -0.078961], [-0.091603, 0.876393, -0.245174], [0.488860, 1.600104, 1.047978], [0.294846, 1.556847, -1.541337], [1.503665, -1.634978, 1.641836], [-1.099308, -1.040701, 0.657471], [-1.558587, 0.916526, -0.187995], [-3.359025, -0.213438, 0.729298], [-0.671231, -1.965633, -2.703973], [1.343204, -1.100062, 0.272767], [-1.378384, -2.705485, 0.600080], [-2.536310, 2.174899, -0.606540], [1.182387, -1.394137, -2.252690], [0.483970, 2.666372, 0.895002], [1.483853, 1.255756, 1.218020], [-0.126255, 1.390060, 1.827627], [1.276572, 2.050100, -1.271300], [-0.370886, 2.348063, -1.711082], [0.159457, 0.774690, -2.313027], [1.141578, -2.639885, 1.719299], [1.244848, -0.845129, 2.293934], [2.548461, -1.807390, 1.588456]],
  "forces_ev_per_angstrom": [[0.488, 2.702, -1.147], [-2.327, 0.305, 2.600], [0.284, -0.974, -3.703], [-0.990, 1.165, 1.604], [0.573, 0.023, -3.508], [2.159, -1.231, 1.386], [1.057, 0.267, -2.679], [1.009, -0.908, 0.283], [-0.974, -2.172, 0.894], [0.903, -1.141, 0.075], [0.309, 0.549, 0.655], [-1.738, -0.070, 0.771], [-0.448, -0.506, 0.180], [-0.320, 0.974, -0.016], [1.898, 0.080, -0.379], [0.077, 0.443, -0.105], [0.787, -0.121, 0.189], [-1.682, -0.743, 2.501], [-0.521, -0.956, -1.485], [-0.935, 1.042, -0.345], [0.851, 1.009, -0.120], [-1.212, -0.101, 0.421], [-0.504, 0.123, 1.243], [1.254, 0.239, 0.683]]
}



(3)
{
  "formula": "C4H7O",
  "method": "the ωB97M-V functional and the def2-TZVPD basis",
  "lumo_ha": -0.234,
  "charge": 1,
  "homo_lumo_gap_ev": 7.735,
  "spin_multiplicity": 1,
  "e_homo_ev": -14.10,
  "relative_energy_kj_mol": 192.0,
  "species": ["C", "C", "C", "C", "O", "H", "H", "H", "H", "H", "H", "H"],
  "positions_angstrom": [[-0.325427, 0.611923, 0.786074], [2.918065, -0.363664, 0.004321], [-1.332615, 0.180375, 0.179386], [-2.389339, -0.290682, -0.610942], [2.229554, 0.463840, -0.502812], [-0.023013, 0.785060, 1.741004], [0.467594, 1.034840, 0.204637], [2.733641, -0.613354, 1.093732], [3.853934, -0.913274, -0.525084], [-2.412059, -1.308600, -0.893840], [-3.242776, -0.094069, 0.043120], [-2.477564, 0.507601, -1.519600]],
  "forces_ev_per_angstrom": [[-1.398, -0.180, -1.563], [2.145, -1.479, 0.819], [0.885, -0.319, -0.166], [-0.483, 2.852, -1.209], [-0.429, 0.525, -0.945], [0.164, 0.051, 3.121], [1.011, 0.166, -1.526], [0.371, -0.216, -0.775], [-2.058, 1.196, 0.894], [0.419, -0.999, -0.456], [-0.625, 0.242, -0.119], [-0.002, -1.839, 1.925]]
}